No. 1
17
Properties=species:S:1:pos:R:3:forces:R:3 method="wB97M-V/def2-TZVPD" orbital_gap_ev=4.1 total_charge=+1 e_homo_ev=-11.6 largest_force_ev_per_a=3.13 lumo_ev=-7.46 spin_multiplicity=1
C -1.28524 0.08373 0.17585 -0.31 -0.83 -1.04
C -1.13391 -0.99334 -0.76247 -0.86 0.55 2.39
C -0.23791 0.91565 0.39294 -0.66 0.40 1.05
C 0.00874 -1.05675 -1.51373 0.85 -0.32 -0.34
C 1.12084 0.59028 -0.01288 0.70 -0.78 -0.66
C 1.11240 -0.31591 -1.24366 0.67 1.94 0.12
N 1.96170 1.85803 -0.03965 -2.61 -0.68 -1.59
Br 1.04545 3.96363 2.12214 0.10 -1.08 -1.13
I 2.53514 0.06044 -2.69328 -0.02 -0.56 0.25
H -2.30550 0.17271 0.51149 0.12 0.69 0.58
H -1.97059 -1.72078 -0.80038 0.67 0.58 -0.61
H -0.20703 1.85580 0.93917 -0.94 -0.02 0.66
H 0.00291 -1.60769 -2.39914 0.04 -1.14 -1.20
H 1.49176 -0.10567 0.82952 -0.32 0.88 -0.78
H 1.48189 2.70327 0.68480 0.45 0.34 0.76
H 1.88561 2.23382 -1.03871 0.95 -0.41 1.77
H 2.86644 1.61743 0.30446 1.16 0.46 -0.21

No. 2
18
Properties=species:S:1:pos:R:3:forces:R:3 method="wB97M-V/def2-TZVPD" orbital_gap_ev="7.7 / 7.6" e_homo_ev="-8.0 / -7.7" largest_force_ev_per_a=3.56 lumo_ev="-0.31 / -0.03" spin_multiplicity=1
C -2.80634 -1.89659 0.29829 -1.49 0.09 -0.53
C -2.58679 -0.44684 0.19779 -1.77 1.06 -0.29
C -1.44816 0.15973 0.04455 -0.56 -2.66 0.78
C 0.46675 -1.71124 -0.52176 -0.72 -0.06 -1.83
C 0.82715 -0.21332 -0.25904 1.27 -0.13 -1.19
C 0.01676 2.00147 0.54048 1.01 -0.11 -1.59
N -1.72901 -2.55757 0.21136 0.04 -2.35 -1.43
N -0.61757 -1.96661 0.35741 -0.55 3.06 1.74
N -0.28868 0.69718 -0.10584 -0.87 1.11 -0.38
Br -4.38995 0.44591 -0.03480 0.91 -0.12 0.06
H -3.84994 -2.35541 0.17144 1.93 0.69 0.61
H 0.32067 -2.05008 -1.63469 0.06 1.02 1.79
H 1.29780 -2.26431 -0.13725 0.89 -0.41 0.06
H 1.29060 -0.07558 0.69615 0.87 -0.73 0.73
H 1.54041 0.18587 -1.01286 -0.38 -0.41 0.25
H -0.28784 2.00616 1.60091 0.41 0.06 -0.44
H 1.13095 2.09986 0.32842 -1.37 0.40 0.91
H -0.49816 2.79427 -0.05175 0.32 -0.51 0.73

ΔE to the lowest compared entry with this formula, charge and spin (computed, kcal/mol): 54.7; 124.2
DFT total energy (computed, eV): -85974.8630; -80858.6225